A:
Entry from the Open Molecules 2025 dataset: a single C6H9N molecule (ωB97M-V/def2-TZVPD).

Geometry as XYZ:
```
16
C6H9N ωB97M-V/def2-TZVPD
N -1.598 -0.031 -0.479
C 0.678 0.296 0.258
C -1.131 -1.303 -0.339
C -0.554 0.973 -0.351
C 1.003 -0.978 0.008
C 1.479 1.182 1.176
C 0.021 -1.732 -1.036
H -0.941 1.776 0.284
H 0.159 -2.805 -0.998
H 0.166 -1.302 -2.035
H -1.537 -1.873 0.507
H 1.628 2.177 0.745
H 0.906 1.309 2.107
H -2.441 0.160 0.036
H -0.284 1.394 -1.332
H 2.447 0.756 1.451
```

Results
- highest occupied orbital energy (spin up / spin down) (eV) = -7.160 / -7.163
- LUMO (spin up / spin down) (Eh) = 0.0112 / 0.0113
- 2S+1 = 1
- net charge = 0
- HOMO-LUMO gap (spin up / spin down) (eV) = 7.46 / 7.47

These are the Mulliken partial charges, in e, on atoms 1 to 2: atom 1 (N): -0.25, atom 2 (C): 0.77

=====

B:
Entry from the Open Molecules 2025 dataset: C6H9N as an isolated structure (ωB97M-V/def2-TZVPD).

Geometry as XYZ:
```
16
C6H9N ωB97M-V/def2-TZVPD
N 0.304 0.583 -0.258
C 0.116 -0.057 1.097
C 0.208 1.782 -0.722
C -1.079 -0.608 0.346
C 1.117 -1.603 -0.198
C 1.239 -1.117 1.037
C -0.067 -0.790 -0.767
H 1.956 -1.356 1.813
H 0.141 1.929 -1.793
H 0.312 2.620 -0.044
H -0.332 -0.873 -1.823
H -1.948 0.914 -0.170
H 1.709 -2.348 -0.715
H -1.755 -1.375 0.716
H 0.037 0.614 1.955
H -1.957 1.685 -0.474
```

Results
- highest occupied orbital energy (spin up / spin down) (eV) = -6.605 / -6.604
- LUMO (spin up / spin down) (Eh) = 0.0358 / 0.0358
- 2S+1 = 1
- net charge = 0
- HOMO-LUMO gap (spin up / spin down) (eV) = 7.58 / 7.58

These are the Mulliken partial charges, in e, on atoms 1 to 2: atom 1 (N): -0.20, atom 2 (C): 0.04

=====

Top of the stability list: A, leading by 65.9 kcal/mol.

=====

A:
Entry from the Open Molecules 2025 dataset: a single C6H9N molecule (ωB97M-V/def2-TZVPD).

Geometry as XYZ:
```
16
C6H9N ωB97M-V/def2-TZVPD
N -1.339 -0.893 0.219
C 1.312 0.079 -0.476
C -0.591 -1.470 -0.940
C -0.783 0.246 0.892
C -2.032 0.378 0.126
C 2.277 0.856 0.288
C 0.675 -0.747 -1.103
H -0.062 0.823 0.290
H -1.219 -1.490 -1.835
H -3.001 0.470 0.600
H -0.608 0.189 1.966
H -1.894 0.952 -0.797
H -0.357 -2.509 -0.681
H 1.886 1.288 1.221
H 3.071 0.161 0.557
H 2.665 1.667 -0.326
```

Results
- highest occupied orbital energy (eV) = -8.967
- LUMO (Eh) = 0.0372
- SMILES = CC#CCN1CC1
- 2S+1 = 1
- net charge = 0
- HOMO-LUMO gap (eV) = 9.98

These are the Mulliken partial charges, in e, on atoms 1 to 2: atom 1 (N): -0.30, atom 2 (C): 0.39

=====

B:
Entry from the Open Molecules 2025 dataset: a single C6H9N molecule (ωB97M-V/def2-TZVPD).

Geometry as XYZ:
```
16
C6H9N ωB97M-V/def2-TZVPD
N -0.899 0.692 -1.276
C 0.302 -0.220 0.654
C -0.809 -1.156 0.375
C 0.465 0.596 -1.773
C 0.191 0.992 -0.355
C -1.487 -0.583 -0.814
C 0.736 -0.182 2.140
H -1.564 -1.330 -1.618
H 0.711 1.305 -2.564
H -2.525 -0.387 -0.500
H -0.115 -0.221 2.828
H 1.099 -0.746 0.126
H 0.897 -0.396 -1.944
H 1.335 -1.076 2.353
H 1.346 0.689 2.394
H 0.318 2.023 -0.026
```

Results
- highest occupied orbital energy (eV) = -8.482
- LUMO (Eh) = 0.0044
- 2S+1 = 1
- net charge = 0
- HOMO-LUMO gap (eV) = 8.60

These are the Mulliken partial charges, in e, on atoms 1 to 2: atom 1 (N): -0.35, atom 2 (C): 0.51

=====

C:
Entry from the Open Molecules 2025 dataset: a single C6H9N molecule (ωB97M-V/def2-TZVPD).

Geometry as XYZ:
```
16
C6H9N ωB97M-V/def2-TZVPD
N 1.069 1.172 -0.398
C -0.175 0.609 -0.224
C -0.950 -1.855 0.306
C 0.022 -0.721 0.105
C 1.436 -0.917 0.182
C -1.314 1.584 -0.144
C 2.052 0.260 -0.142
H -2.239 1.135 0.221
H 1.925 -1.832 0.490
H -1.525 2.103 -1.087
H 1.207 2.102 -0.758
H -1.025 2.355 0.584
H 3.094 0.543 -0.180
H -1.938 -1.668 -0.127
H -0.552 -2.750 -0.189
H -1.086 -2.119 1.362
```

Results
- highest occupied orbital energy (eV) = -7.821
- LUMO (Eh) = 0.0387
- SMILES = Cc1cc[nH]c1C
- 2S+1 = 1
- net charge = 0
- HOMO-LUMO gap (eV) = 8.87

These are the Mulliken partial charges, in e, on atoms 1 to 2: atom 1 (N): 0.00, atom 2 (C): -0.07

=====

D:
Entry from the Open Molecules 2025 dataset: a single C6H9N molecule (ωB97M-V/def2-TZVPD).

Geometry as XYZ:
```
16
C6H9N ωB97M-V/def2-TZVPD
N -0.433 -0.632 1.285
C 0.919 -0.386 1.374
C 0.295 -0.438 -0.776
C 1.942 1.188 -0.402
C -0.831 -0.589 -0.034
C 1.384 -0.159 0.092
C -2.239 -0.572 -0.515
H -2.862 0.179 -0.011
H -2.721 -1.546 -0.419
H 2.494 1.729 0.357
H 0.371 -0.334 -1.851
H 1.030 1.770 -0.592
H 1.418 -0.419 2.336
H -1.055 -0.672 2.074
H -2.210 -0.295 -1.573
H 2.498 1.176 -1.345
```

Results
- highest occupied orbital energy (eV) = -7.768
- LUMO (Eh) = 0.0367
- SMILES = Cc1c[nH]c(C)c1
- 2S+1 = 1
- net charge = 0
- HOMO-LUMO gap (eV) = 8.77

These are the Mulliken partial charges, in e, on atoms 1 to 2: atom 1 (N): 0.01, atom 2 (C): -0.70

=====

Top of the stability list: C, leading by 32.3 kcal/mol.

=====

A:
Entry from the Open Molecules 2025 dataset: a single C6H9N molecule (ωB97M-V/def2-TZVPD).

Geometry as XYZ:
```
16
C6H9N ωB97M-V/def2-TZVPD
N 0.558 1.118 0.302
C -2.563 -0.369 -0.032
C 0.081 -0.908 -0.521
C 2.531 -0.355 0.135
C 1.090 -0.081 -0.067
C -1.122 -0.192 -0.321
C -0.780 1.097 0.058
H -3.178 -0.964 -0.740
H 3.147 0.419 -0.334
H 0.233 -1.916 -0.889
H 2.784 -1.320 -0.307
H -1.264 1.955 -0.393
H 2.770 -0.386 1.203
H -2.609 0.739 0.323
H -2.745 -0.762 0.968
H 1.068 1.925 0.615
```

Results
- highest occupied orbital energy (eV) = -7.691
- LUMO (Eh) = 0.0359
- SMILES = Cc1c[nH]c(C)c1
- 2S+1 = 1
- net charge = 0
- HOMO-LUMO gap (eV) = 8.67

These are the Mulliken partial charges, in e, on atoms 1 to 2: atom 1 (N): -0.05, atom 2 (C): -1.08

=====

B:
Entry from the Open Molecules 2025 dataset: a single C6H9N molecule (ωB97M-V/def2-TZVPD).

Geometry as XYZ:
```
16
C6H9N ωB97M-V/def2-TZVPD
N -0.019 -0.131 1.987
C -0.024 -0.155 0.479
C 0.855 0.961 -0.175
C 0.590 1.137 -1.612
C 0.195 -1.527 -0.170
C -1.224 0.276 1.299
C 0.179 1.207 -2.742
H -2.122 -0.321 1.503
H -0.052 -1.619 -1.238
H -0.255 -1.023 2.441
H -1.412 1.341 1.408
H -0.123 1.281 -3.762
H -0.435 -2.223 0.382
H 0.678 1.930 0.302
H 1.917 0.713 -0.036
H 1.251 -1.849 -0.066
```

Results
- highest occupied orbital energy (eV) = -9.311
- LUMO (Eh) = 0.0372
- SMILES = C#CC[C@]1(C)CN1
- 2S+1 = 1
- net charge = 0
- HOMO-LUMO gap (eV) = 10.32

These are the Mulliken partial charges, in e, on atoms 1 to 2: atom 1 (N): -0.67, atom 2 (C): 1.03

=====

Top of the stability list: A, leading by 28.8 kcal/mol.

=====

A:
Entry from the Open Molecules 2025 dataset: a single C6H9N molecule (ωB97M-V/def2-TZVPD).

Geometry as XYZ:
```
16
C6H9N ωB97M-V/def2-TZVPD
N 2.089 0.186 0.071
C -1.324 1.007 1.085
C 1.212 0.746 0.954
C 0.062 -0.457 -0.535
C -1.035 -1.150 -1.292
C 1.418 -0.622 -0.834
C -0.073 0.330 0.600
H -1.141 1.585 1.992
H -1.611 -1.835 -0.665
H 1.537 1.213 1.869
H -0.526 -1.706 -2.076
H -1.780 -0.406 -1.585
H 3.025 0.115 0.435
H -2.054 0.237 1.354
H -1.718 1.707 0.353
H 1.918 -0.949 -1.727
```

Results
- highest occupied orbital energy (eV) = -7.929
- LUMO (Eh) = 0.0398
- SMILES = Cc1c[nH]cc1C
- 2S+1 = 1
- net charge = 0
- HOMO-LUMO gap (eV) = 9.01

These are the Mulliken partial charges, in e, on atoms 1 to 2: atom 1 (N): -0.09, atom 2 (C): -1.25

=====

B:
Entry from the Open Molecules 2025 dataset: a single C6H9N molecule (ωB97M-V/def2-TZVPD).

Geometry as XYZ:
```
16
C6H9N ωB97M-V/def2-TZVPD
N 1.289 -0.462 -2.731
C 0.657 -0.268 -1.777
C -0.119 -0.091 -0.575
C -1.618 0.079 -0.911
C 0.765 -1.262 0.887
C 0.398 0.919 0.472
C 0.641 0.026 1.686
H 1.332 1.338 0.097
H -0.127 -1.452 0.167
H -2.050 -0.724 -1.517
H -0.193 -0.004 2.395
H 1.540 0.311 2.249
H 1.754 -1.348 0.429
H -1.717 1.007 -1.502
H -2.231 0.210 -0.014
H -0.322 1.720 0.646
```

Results
- highest occupied orbital energy (spin up / spin down) (eV) = -8.241 / -8.242
- LUMO (spin up / spin down) (Eh) = 0.0050 / 0.0050
- 2S+1 = 1
- net charge = 0
- HOMO-LUMO gap (spin up / spin down) (eV) = 8.38 / 8.38

These are the Mulliken partial charges, in e, on atoms 1 to 2: atom 1 (N): -0.50, atom 2 (C): 0.06

=====

C:
Entry from the Open Molecules 2025 dataset: C6H9N as an isolated structure (ωB97M-V/def2-TZVPD).

Geometry as XYZ:
```
16
C6H9N ωB97M-V/def2-TZVPD
N -0.007 -2.316 -0.157
C -0.679 0.524 -0.144
C 0.143 -1.071 0.204
C -1.559 1.321 -0.746
C 1.201 0.790 -0.491
C 1.618 -0.451 0.164
C -0.790 -0.242 1.105
H -0.329 0.161 2.004
H -0.973 -2.497 -0.438
H 2.234 -1.114 -0.438
H -1.356 1.765 -1.715
H 1.406 1.731 0.010
H 1.999 -0.326 1.176
H -1.739 -0.748 1.271
H 1.269 0.778 -1.577
H -2.437 1.696 -0.229
```

Results
- highest occupied orbital energy (spin up / spin down) (eV) = -8.282 / -8.283
- LUMO (spin up / spin down) (Eh) = 0.0066 / 0.0066
- 2S+1 = 1
- net charge = 0
- HOMO-LUMO gap (spin up / spin down) (eV) = 8.46 / 8.46

These are the Mulliken partial charges, in e, on atoms 1 to 2: atom 1 (N): -0.82, atom 2 (C): 0.22

=====

Top of the stability list: A, leading by 89.0 kcal/mol.

=====

A:
Entry from the Open Molecules 2025 dataset: a single C6H4O molecule (ωB97M-V/def2-TZVPD).

Geometry as XYZ:
```
11
C6H4O ωB97M-V/def2-TZVPD
O -0.105 -1.040 -0.288
C 0.421 0.209 -0.103
C 1.842 0.166 -0.049
C -1.437 -0.936 -0.157
C 2.978 -0.231 0.018
C -0.586 1.105 0.114
C -1.797 0.346 0.095
H -2.798 0.700 0.284
H -1.983 -1.862 -0.251
H 3.966 -0.629 0.068
H -0.502 2.172 0.268
```

Results
- highest occupied orbital energy (eV) = -8.558
- LUMO (Eh) = 0.0397
- SMILES = C#Cc1ccco1
- 2S+1 = 1
- net charge = 0
- HOMO-LUMO gap (eV) = 9.64

These are the Mulliken partial charges, in e, on atoms 1 to 2: atom 1 (O): -0.27, atom 2 (C): 0.36

=====

B:
Entry from the Open Molecules 2025 dataset: a single C6H4O molecule (ωB97M-V/def2-TZVPD).

Geometry as XYZ:
```
11
C6H4O ωB97M-V/def2-TZVPD
O 0.988 1.744 1.165
C -2.534 -0.151 -0.749
C 0.018 0.074 -0.098
C 2.395 -0.044 0.623
C -1.107 -0.152 -0.471
C 3.443 -0.636 0.654
C 1.133 0.678 0.601
H -2.912 -1.101 -1.119
H -3.054 0.098 0.184
H 4.383 -1.140 0.694
H -2.754 0.629 -1.483
```

Results
- highest occupied orbital energy (eV) = -10.131
- LUMO (Eh) = -0.0095
- SMILES = C#CC(=O)C#CC
- 2S+1 = 1
- net charge = 0
- HOMO-LUMO gap (eV) = 9.87

These are the Mulliken partial charges, in e, on atoms 1 to 2: atom 1 (O): -0.44, atom 2 (C): -1.16

=====

Top of the stability list: A, leading by 34.0 kcal/mol.

=====

A:
Entry from the Open Molecules 2025 dataset: a 2-piece molecular cluster, C6H4O overall (ωB97M-V/def2-TZVPD).

Geometry as XYZ:
```
11
C6H4O ωB97M-V/def2-TZVPD
O 1.020 0.165 -0.494
C 0.436 -3.023 0.809
C -2.133 0.752 0.732
C 0.224 1.920 -0.738
C 0.305 -1.869 0.488
C 0.104 -0.487 0.131
C -1.063 0.151 0.448
H -0.356 1.729 -1.636
H 0.558 -4.048 1.089
H -0.340 2.502 0.013
H 1.245 2.208 -0.842
```

Results
- highest occupied orbital energy (eV) = -9.569
- LUMO (Eh) = -0.0360
- 2S+1 = 1
- net charge = 0
- HOMO-LUMO gap (eV) = 8.59

These are the Mulliken partial charges, in e, on atoms 1 to 2: atom 1 (O): -0.43, atom 2 (C): 0.21

=====

B:
Entry from the Open Molecules 2025 dataset: a single C6H4O molecule (ωB97M-V/def2-TZVPD).

Geometry as XYZ:
```
11
C6H4O ωB97M-V/def2-TZVPD
O -0.477 1.552 -0.246
C 0.171 0.430 -0.630
C 1.656 0.152 0.846
C -1.558 -0.380 0.393
C -0.832 0.841 0.836
C -0.765 -0.773 -0.574
C 1.639 0.307 -0.443
H 0.707 0.091 1.387
H 2.490 0.325 -1.256
H -0.527 -1.665 -1.175
H -2.504 -0.880 0.862
```

Results
- highest occupied orbital energy (spin up / spin down) (eV) = -8.506 / -8.508
- LUMO (spin up / spin down) (Eh) = -0.0127 / -0.0127
- 2S+1 = 1
- net charge = 0
- HOMO-LUMO gap (spin up / spin down) (eV) = 8.16 / 8.16

These are the Mulliken partial charges, in e, on atoms 1 to 2: atom 1 (O): -0.17, atom 2 (C): 0.83

=====

Top of the stability list: A, leading by 24.7 kcal/mol.